P.
Density functional theory data (ωB97M-V with the def2-TZVPD basis set) for a cluster of 4 separate species, C4H16NO3 in total.

The HOMO energy is -13.918 eV. The total charge is +1. Its HOMO-LUMO gap is 10.9 eV.

Cartesian coordinates (Å):
1 H -1.197 -0.142 1.583
2 H -1.308 -2.385 -3.503
3 H -1.430 2.629 0.446
4 H -1.474 2.126 2.064
5 O -0.666 -1.820 -3.956
6 H -1.900 0.338 0.115
7 H -0.205 0.822 -1.635
8 C -0.984 0.456 0.697
9 H -1.034 -1.774 -4.846
10 H -2.136 -1.327 4.205
11 H -2.447 -0.329 5.338
12 C 1.433 -0.176 0.854
13 H -0.146 -0.785 -1.693
14 H 1.273 0.057 -1.819
15 O 3.084 -0.051 -2.236
16 H 0.070 2.267 1.409
17 O -1.741 -0.845 4.936
18 H 3.257 -0.759 -1.598
19 C -0.932 1.944 1.132
20 C 0.343 0.029 0.151
21 N 0.354 0.028 -1.339
22 H 2.317 -0.519 0.345
23 H 1.506 0.047 1.908
24 H 3.962 0.168 -2.560

Q.
Density functional theory data (ωB97M-V with the def2-TZVPD basis set) for a cluster of 3 separate species, C4H16NO3 in total.

The HOMO energy is -14.429 eV. The total charge is +1. Its HOMO-LUMO gap is 11.3 eV.

Cartesian coordinates (Å):
1 O 3.044 -1.655 0.488
2 O 1.835 1.233 -0.994
3 C -2.047 -0.829 1.289
4 H -0.987 -1.366 -0.462
5 H 1.178 -0.680 -1.038
6 H 1.492 -0.067 1.537
7 N 0.898 0.727 1.289
8 H 0.384 1.022 2.123
9 H 3.347 -1.827 1.390
10 C -0.090 0.404 0.202
11 C -0.749 -0.946 0.476
12 H -0.868 1.162 0.223
13 H -4.089 0.618 -0.981
14 H 3.434 -2.353 -0.045
15 H 1.507 1.503 1.048
16 H 2.083 1.575 -1.862
17 H -2.267 -1.736 1.850
18 H 0.139 0.373 -1.981
19 H -3.259 0.409 -2.264
20 H -2.109 0.056 1.923
21 C 0.749 0.317 -1.091
22 H -2.899 -0.772 0.622
23 H -0.060 -1.663 0.902
24 O -3.661 1.075 -1.710

R.
Density functional theory data (ωB97M-V with the def2-TZVPD basis set) for a cluster of 3 separate species, C4H16NO3 in total.

The HOMO energy is -13.381 eV. The total charge is +1. Its HOMO-LUMO gap is 10.0 eV.

Cartesian coordinates (Å):
1 H -2.058 -2.267 1.346
2 O -2.147 -0.168 -0.176
3 H -0.337 0.612 0.792
4 H 3.261 -1.316 0.932
5 C -0.025 0.060 -1.322
6 C -1.349 -0.854 -1.085
7 C 1.282 -0.593 0.826
8 H -1.725 -0.926 -2.170
9 H 3.191 0.457 1.050
10 H -1.289 4.218 -0.179
11 H -1.532 3.977 -1.545
12 O -0.865 3.698 -0.864
13 H 3.057 -0.295 -0.434
14 N 2.830 -0.454 0.554
15 H -1.160 -1.854 -0.632
16 O -1.291 -2.574 1.807
17 H 1.196 1.525 0.120
18 H 0.871 -1.504 0.635
19 H -0.242 1.051 -1.816
20 H -1.690 -2.989 2.538
21 H 1.360 -0.468 2.022
22 H -2.642 0.597 -0.454
23 H 0.698 -0.482 -2.082
24 C 0.605 0.549 0.136

The least stable of them is R.

P.
Density functional theory data (ωB97M-V with the def2-TZVPD basis set) for a cluster of 2 separate species, C14H16 in total.

The HOMO energy (alpha / beta) is -11.683 / -11.666 eV. The spin multiplicity is 2. The total charge is +1. Its HOMO-LUMO gap (alpha / beta) is 7.5 / 3.6 eV. As for the expectation value of S²: 0.77.

Cartesian coordinates (Å):
1 H 2.574 4.004 -0.033
2 H -2.163 0.526 -2.284
3 C 1.219 1.689 0.352
4 H -3.245 0.742 1.822
5 H 2.372 3.389 -1.655
6 C -2.466 -1.220 1.207
7 C -1.879 -1.276 -1.187
8 H -2.634 -1.715 2.154
9 H 0.556 2.542 0.416
10 C -2.014 -3.451 0.068
11 H -2.569 -3.837 0.914
12 H -1.611 -1.730 -2.133
13 C 3.399 0.813 -0.131
14 H 1.388 -1.702 0.779
15 H 4.403 1.015 -0.480
16 C -2.558 0.755 -0.154
17 C 2.904 3.224 -0.727
18 C 2.958 -0.430 0.260
19 H -2.622 1.837 -0.175
20 H 3.660 -1.256 0.225
21 C 1.660 -0.657 0.696
22 C -2.788 0.098 1.084
23 C 2.506 1.887 -0.170
24 H -0.926 -3.538 0.141
25 H 3.976 3.354 -0.829
26 H -0.202 0.316 1.183
27 C 0.789 0.419 0.769
28 C -2.194 0.059 -1.310
29 C -2.125 -1.948 0.046
30 H -2.369 -3.909 -0.849

Q.
Density functional theory data (ωB97M-V with the def2-TZVPD basis set) for a cluster of 2 separate species, C14H16 in total.

The HOMO energy (alpha / beta) is -11.763 / -11.723 eV. The spin multiplicity is 2. The total charge is +1. Its HOMO-LUMO gap (alpha / beta) is 7.5 / 3.7 eV. As for the expectation value of S²: 0.77.

Cartesian coordinates (Å):
1 H 3.269 0.922 -3.137
2 H 0.173 -3.795 2.519
3 C 2.652 0.234 -2.562
4 H 1.735 2.765 -2.565
5 H 1.826 -0.577 2.186
6 C -1.033 0.132 -1.770
7 H -1.712 -0.644 -1.439
8 H -1.949 -2.597 1.968
9 C -0.302 2.461 -2.017
10 C 0.965 2.064 -2.286
11 H 0.663 1.584 2.369
12 C -2.038 -0.484 2.198
13 C -1.329 1.487 -1.746
14 H -0.519 3.511 -1.858
15 C 1.276 0.677 -2.391
16 H -1.870 1.538 2.729
17 H -3.107 -0.451 2.008
18 C 0.036 -1.725 2.002
19 H 3.083 0.352 -1.548
20 C 0.698 -3.070 1.903
21 C 0.737 -0.549 2.190
22 C -1.295 0.676 2.429
23 H 2.793 -0.786 -2.886
24 H -2.273 1.826 -1.350
25 C 0.202 -0.274 -2.203
26 C 0.078 0.676 2.359
27 H 1.722 -3.081 2.269
28 H 0.392 -1.281 -2.554
29 H 0.703 -3.389 0.863
30 C -1.366 -1.679 1.994

R.
Density functional theory data (ωB97M-V with the def2-TZVPD basis set) for a cluster of 2 separate species, C14H16 in total.

The HOMO energy (alpha / beta) is -12.042 / -12.028 eV. The spin multiplicity is 2. The total charge is +1. Its HOMO-LUMO gap (alpha / beta) is 7.9 / 4.0 eV. As for the expectation value of S²: 0.77.

Cartesian coordinates (Å):
1 C -2.241 -1.492 1.598
2 C 2.235 -0.657 0.465
3 C -1.060 0.537 1.078
4 H -0.791 -1.320 3.894
5 H -0.157 -0.283 -3.462
6 H 0.584 -1.514 -1.517
7 C -1.355 -0.456 1.981
8 C -2.570 -0.437 -0.520
9 H 0.638 2.128 -3.783
10 C 1.002 -0.536 -1.710
11 H 3.282 -0.488 0.738
12 H 1.610 -0.330 1.294
13 H -3.339 -2.422 0.086
14 H 2.119 3.141 -2.126
15 H 0.410 -0.252 3.057
16 C 1.960 0.009 -0.799
17 H -0.471 1.428 1.276
18 H -3.020 -0.393 -1.506
19 H -1.452 1.348 -0.876
20 H -2.434 -2.269 2.329
21 H 2.075 -1.737 0.362
22 C -1.648 0.518 -0.203
23 C 0.937 1.511 -2.945
24 C 2.443 1.324 -1.067
25 H 3.160 1.839 -0.440
26 C 1.821 2.110 -1.988
27 C 0.553 0.193 -2.797
28 C -0.637 -0.414 3.309
29 H -0.868 0.450 3.935
30 C -2.785 -1.536 0.339

The least stable of them is P.

P.
Density functional theory data (ωB97M-V with the def2-TZVPD basis set) for a cluster of 2 separate species, C3H10N2OS in total.

As for the SMILES: CCNSO.C=N. The HOMO energy is -8.355 eV. Its HOMO-LUMO gap is 9.3 eV.

Cartesian coordinates (Å):
1 H -2.090 -0.568 -1.295
2 N -1.703 -1.180 -0.627
3 C 1.551 0.872 -0.403
4 N 1.829 0.112 0.857
5 H 2.018 0.858 1.491
6 H -0.941 -0.274 1.012
7 H -0.399 1.680 -0.673
8 S 1.080 -1.290 1.242
9 C -2.041 -2.372 -0.463
10 H -2.749 -3.064 -1.115
11 H 1.276 0.317 -1.224
12 H 2.441 1.328 -0.739
13 C 0.471 1.942 -0.246
14 O -0.348 -0.538 1.712
15 H -1.671 -2.887 0.430
16 H 0.907 2.869 -0.762
17 H 0.369 2.195 0.804

Q.
Density functional theory data (ωB97M-V with the def2-TZVPD basis set) for an isolated molecule of C3H10N2OS.

As for the SMILES: CN(C)[S@@](C)(=N)=O. The HOMO energy is -8.496 eV. Its HOMO-LUMO gap is 9.3 eV.

Cartesian coordinates (Å):
1 C 1.364 -1.422 1.131
2 H 0.397 -0.151 -2.357
3 H -2.236 1.097 -0.273
4 C -0.416 0.303 -1.729
5 H -1.859 0.249 1.216
6 H 0.500 -1.979 1.383
7 C -1.938 0.101 0.144
8 N -0.529 -0.198 -0.353
9 N 2.216 1.176 0.034
10 H 1.718 -1.798 0.227
11 H -1.277 0.063 -2.344
12 O 0.179 0.883 1.938
13 H 2.155 -1.554 1.806
14 H 2.013 2.161 0.485
15 S 0.752 0.232 0.784
16 H -2.721 -0.583 -0.208
17 H -0.318 1.417 -1.885

The least stable of them is Q.

P.
Density functional theory data (ωB97M-V with the def2-TZVPD basis set) for a cluster of 2 separate species, C3H9O3 in total.

The HOMO energy (alpha / beta) is -9.682 / -9.682 eV. The spin multiplicity is 2. Its HOMO-LUMO gap (alpha / beta) is 10.2 / 6.5 eV. As for the expectation value of S²: 0.75.

Cartesian coordinates (Å):
1 H -2.286 3.898 -0.321
2 H -2.044 3.621 1.430
3 C -2.506 1.329 -0.863
4 H -1.448 1.144 -1.126
5 H -0.821 3.039 0.257
6 H 0.064 -2.504 -0.861
7 O -2.682 -0.921 0.051
8 H -3.325 -0.395 -1.840
9 C -3.255 0.015 -0.819
10 C -1.900 3.190 0.432
11 O -2.597 1.971 0.384
12 O -0.816 -2.925 -0.838
13 H -4.291 0.197 -0.480
14 H -2.946 1.965 -1.654
15 H -1.944 -1.657 -0.360

Q.
Density functional theory data (ωB97M-V with the def2-TZVPD basis set) for a structure of composition C3H9O3.

The HOMO energy (alpha / beta) is -7.700 / -10.533 eV. The spin multiplicity is 2. Its HOMO-LUMO gap (alpha / beta) is 8.4 / 10.7 eV. As for the expectation value of S²: 0.75.

Cartesian coordinates (Å):
1 C -0.138 -0.138 1.177
2 H -0.912 2.244 -0.193
3 H 0.243 -0.797 -1.003
4 H 0.006 -2.372 -1.744
5 H 2.047 0.105 0.067
6 H -0.602 1.548 -1.893
7 C -0.835 1.324 -0.830
8 O 1.146 -0.526 1.858
9 H 0.909 -1.219 2.478
10 O 1.444 0.644 -0.477
11 O -0.327 -1.652 -1.273
12 H -0.529 0.688 1.803
13 C 0.130 0.338 -0.232
14 H -1.848 0.890 -0.880
15 H -0.734 -1.074 1.141

The least stable of them is P.

P.
Density functional theory data (ωB97M-V with the def2-TZVPD basis set) for a cluster of 2 separate species, C23H27BrN4O4 in total.

As for the SMILES: N[C@@H](Cc1c[nH]c2ccc(Br)cc12)C(=O)O.CNC(=O)[C@H](Cc1ccccc1)NC(C)=O. The HOMO energy is -8.250 eV. Its HOMO-LUMO gap is 8.8 eV.

Cartesian coordinates (Å):
1 C -0.316 3.049 -2.976
2 H -3.163 -3.255 8.210
3 C -1.744 -4.377 7.158
4 C -0.703 2.740 -4.411
5 C 0.269 -0.759 1.814
6 C 1.598 1.700 -4.870
7 O -0.564 4.240 -7.476
8 C 0.530 3.534 -0.334
9 C -0.700 2.178 -1.939
10 C 0.275 -2.156 1.709
11 H 0.004 -4.987 2.287
12 C 0.467 4.183 -2.681
13 N -2.413 -3.919 8.405
14 C -0.287 2.427 -0.620
15 H -0.850 -5.567 4.677
16 C -1.324 -3.124 6.363
17 C -0.523 -0.919 4.102
18 H -1.269 3.177 -9.605
19 H -1.256 1.800 -4.433
20 C -0.889 2.401 -8.944
21 C -0.121 -2.920 2.809
22 Br -0.153 1.770 3.137
23 H 0.852 3.721 0.681
24 H -1.667 1.663 -8.759
25 H 0.742 4.873 -3.465
26 H 0.582 -0.153 0.969
27 H -0.025 1.922 -9.401
28 H -2.462 -4.952 6.563
29 H 4.433 2.111 -3.262
30 H -0.599 1.767 0.177
31 O -0.486 -6.399 6.951
32 H 3.858 0.616 -4.027
33 H 0.582 -2.638 0.786
34 H 0.923 3.623 -5.498
35 H -2.183 -2.447 6.309
36 H -1.312 1.313 -2.153
37 C -0.476 3.029 -7.634
38 N -0.014 2.202 -6.699
39 C 3.574 1.448 -3.379
40 C 0.904 4.415 -1.365
41 C -0.525 -5.287 7.454
42 O 0.448 -4.813 8.272
43 C -0.134 -0.137 3.005
44 H -0.831 -0.440 5.025
45 O 1.702 0.558 -5.302
46 H 3.288 1.051 -2.404
47 C 0.483 2.631 -5.387
48 H -1.374 3.527 -4.759
49 H 1.509 5.282 -1.138
50 N 2.451 2.187 -3.958
51 H -1.732 -3.526 9.059
52 C -0.512 -2.315 3.999
53 C -0.856 -3.376 4.944
54 H 1.088 -5.537 8.344
55 H 0.065 1.219 -6.914
56 N -0.223 -4.289 2.994
57 H 2.264 3.109 -3.595
58 C -0.676 -4.571 4.279
59 H -0.529 -2.604 6.906

Q.
Density functional theory data (ωB97M-V with the def2-TZVPD basis set) for an isolated molecule of C23H27BrN4O4.

As for the SMILES: CCN(CC)CCNC(=O)c1cccc(NC(=O)C(=O)c2cc(Br)ccc2NC(C)=O)c1. The HOMO energy is -7.906 eV. Its HOMO-LUMO gap is 7.8 eV.

Cartesian coordinates (Å):
1 C -1.167 5.191 2.616
2 C -0.178 -0.161 1.653
3 C -3.264 3.522 -0.002
4 H -2.580 -2.223 2.825
5 N -2.165 4.624 1.822
6 C -1.982 3.881 0.703
7 H 2.753 -3.368 -5.573
8 C -0.557 6.969 4.135
9 H -1.310 -3.852 1.504
10 H -2.529 6.650 3.396
11 H 1.434 -0.782 0.370
12 C 0.759 6.536 4.092
13 H 2.138 5.082 3.322
14 C 0.542 -1.083 0.899
15 C 2.426 -3.740 -3.473
16 O -1.226 2.272 3.025
17 H 2.663 -1.894 -4.598
18 C 0.545 -5.193 -2.941
19 N 0.276 1.153 1.689
20 C 0.911 -5.321 -1.441
21 C -0.051 -1.930 -2.739
22 C 0.154 4.733 2.622
23 O -0.886 3.529 0.305
24 H 2.614 -3.221 -2.520
25 H -0.555 -1.042 -3.114
26 H -3.031 3.009 -0.931
27 H -0.724 -4.378 -0.514
28 H -3.844 2.857 0.636
29 C -0.999 -2.818 1.517
30 H -0.543 -5.235 -3.044
31 H -3.111 4.884 2.065
32 N 1.022 -4.051 -3.676
33 H 1.110 1.366 1.143
34 C 0.963 -3.337 -0.004
35 H -3.853 4.411 -0.215
36 H -1.868 0.132 2.934
37 C -0.244 2.229 2.308
38 C -1.314 -0.578 2.343
39 H 1.986 -5.201 -1.305
40 N 0.281 -4.353 -0.583
41 H 2.949 -4.701 -3.435
42 C 1.116 5.431 3.346
43 H -0.647 -2.340 -1.928
44 C 0.131 -2.405 0.816
45 H 0.959 -6.092 -3.420
46 C 0.122 -2.940 -3.882
47 H 0.484 -2.402 -4.762
48 C 3.016 -2.922 -4.617
49 C -1.708 -1.902 2.275
50 O 2.163 -3.185 -0.143
51 C 0.610 3.470 1.983
52 H 4.099 -2.907 -4.525
53 C -1.506 6.303 3.385
54 O 1.683 3.347 1.436
55 H 0.622 -6.326 -1.114
56 Br 2.082 7.468 5.087
57 H 0.916 -1.633 -2.343
58 H -0.856 -3.357 -4.143
59 H -0.832 7.822 4.736

The least stable of them is Q.

P.
Density functional theory data (ωB97M-V with the def2-TZVPD basis set) for the ion C7H12N3 with charge +1.

As for the SMILES: CN1C=CN2CCC[NH+]=C12. The HOMO energy is -12.653 eV. The total charge is +1. Its HOMO-LUMO gap is 10.0 eV.

Cartesian coordinates (Å):
1 C -0.758 -2.067 -0.578
2 H -1.636 -2.450 -0.039
3 H 1.905 -1.319 1.625
4 H -1.917 2.541 -1.439
5 H -0.496 1.764 -2.322
6 C 0.494 -2.288 0.266
7 H 0.410 -3.387 0.546
8 H -0.504 -2.395 -1.603
9 C -0.846 2.298 -1.423
10 H 0.579 3.268 0.834
11 C 0.878 -1.314 1.391
12 C 0.948 1.190 1.529
13 H 0.296 -1.551 2.242
14 N -1.000 -0.617 -0.821
15 H -0.602 3.335 -1.682
16 H 1.716 1.305 2.205
17 N -0.306 1.625 -0.246
18 H -1.225 -0.244 -1.671
19 N 0.470 0.022 0.992
20 C -0.236 0.277 -0.138
21 C 0.509 2.246 0.751
22 H 1.318 -2.239 -0.420

Q.
Density functional theory data (ωB97M-V with the def2-TZVPD basis set) for the ion C7H12N3 with charge +1.

The HOMO energy (alpha / beta) is -12.392 / -12.391 eV. The total charge is +1. Its HOMO-LUMO gap (alpha / beta) is 8.6 / 8.6 eV.

Cartesian coordinates (Å):
1 H -1.245 -0.719 2.545
2 C 1.070 1.048 -1.614
3 C -0.332 -0.643 0.543
4 H -2.177 1.427 0.165
5 C -0.212 0.835 0.388
6 H 0.069 1.419 1.174
7 N 1.237 -0.157 -2.202
8 C -1.092 1.944 -1.546
9 H -1.966 2.279 -2.104
10 H 1.977 1.479 -1.302
11 N 0.067 1.849 -2.218
12 H -0.438 -2.044 2.265
13 C -0.387 -1.021 2.041
14 H -1.007 -1.201 -0.093
15 H 0.387 -0.739 2.664
16 N -1.232 1.451 -0.339
17 H 1.842 -0.616 0.493
18 C 1.005 -1.235 0.018
19 C 1.207 -1.202 -1.470
20 H 1.345 -2.235 -1.943
21 H 0.359 2.485 -2.916
22 H 1.082 -2.322 0.470

The least stable of them is Q.

P.
Density functional theory data (ωB97M-V with the def2-TZVPD basis set) for the ion C8H9N2O2 with charge +1.

As for the SMILES: [NH2+]=CNc1ccccc1C(=O)O. The HOMO energy is -13.341 eV. The total charge is +1. Its HOMO-LUMO gap is 9.6 eV.

Cartesian coordinates (Å):
1 O 0.505 0.436 -2.746
2 H -3.615 1.092 -0.082
3 H 0.136 0.775 -3.589
4 H -3.916 -0.411 -0.758
5 C 0.785 0.334 -0.371
6 C 2.849 -0.580 0.525
7 N -3.388 0.109 -0.119
8 H 2.847 -1.196 2.498
9 H -1.858 -1.333 0.075
10 C 0.823 -0.510 1.829
11 C -0.050 0.771 -1.606
12 N -1.285 0.420 0.949
13 C 2.117 -0.048 -0.555
14 H 0.341 -0.802 2.808
15 C 0.096 0.112 0.875
16 H 3.900 -0.987 0.464
17 C 2.218 -0.811 1.644
18 H 2.525 0.193 -1.514
19 H -1.760 1.366 1.032
20 C -2.141 -0.274 0.187
21 O -1.128 1.345 -1.546

Q.
Density functional theory data (ωB97M-V with the def2-TZVPD basis set) for the ion C8H9N2O2 with charge +1.

As for the SMILES: O=c1cc[nH]c2c1=C[C@@H](CO)[NH+]=2. The HOMO energy is -13.635 eV. The total charge is +1. Its HOMO-LUMO gap is 8.7 eV.

Cartesian coordinates (Å):
1 H 1.629 -1.341 -0.281
2 H 2.499 0.808 1.482
3 C -2.441 0.801 0.102
4 C -0.358 -0.766 -0.195
5 H 1.524 0.926 -1.641
6 C -3.134 -0.468 0.175
7 O 3.498 -0.238 0.229
8 N 0.901 -0.701 -0.375
9 C 2.594 0.905 0.379
10 O -2.858 1.920 0.215
11 H -0.798 -2.756 -0.176
12 C -1.002 0.603 -0.143
13 C 1.416 0.687 -0.543
14 N -1.156 -1.818 -0.144
15 H 3.099 1.943 0.211
16 H 4.322 0.085 0.670
17 C -2.500 -1.660 0.108
18 H 0.140 2.589 -0.411
19 H -3.133 -2.481 0.352
20 C -0.033 1.491 -0.389
21 H -4.210 -0.529 0.377

The least stable of them is Q.